{
  "formula": "C18H29CoF5N2O17S4",
  "method": "wB97M-V/def2-TZVPD",
  "total_energy_ev": -151474.223,
  "homo_lumo_gap_ev": [8.70, 8.28],
  "multiplicity": 4,
  "charge": 0,
  "molar_mass_g_mol": 827.62,
  "homo_energy_ha": [-0.3511, -0.3511],
  "species": ["Co", "N", "S", "O", "O", "F", "S", "O", "O", "F", "N", "S", "O", "O", "F", "S", "O", "O", "F", "C", "C", "O", "C", "O", "O", "C", "H", "H", "H", "H", "H", "H", "H", "H", "C", "C", "O", "C", "O", "O", "C", "H", "H", "H", "H", "H", "H", "H", "H", "C", "C", "O", "C", "O", "O", "C", "H", "H", "H", "H", "H", "H", "H", "H", "F", "C", "C", "C", "C", "C", "C", "H", "H", "H", "H", "H"],
  "positions_angstrom": [[-31.122, -8.114, -19.104], [-32.137, -8.529, -17.468], [-32.086, -9.618, -16.336], [-33.003, -10.753, -16.454], [-31.716, -9.217, -14.965], [-30.573, -10.100, -16.674], [-33.415, -7.705, -16.625], [-33.077, -6.567, -15.799], [-34.531, -8.452, -16.149], [-33.959, -6.966, -17.982], [-30.268, -9.322, -20.331], [-29.576, -8.971, -21.798], [-30.475, -8.852, -22.931], [-28.204, -9.312, -22.083], [-29.501, -7.412, -21.353], [-30.058, -10.817, -20.584], [-28.833, -11.408, -20.026], [-30.788, -11.438, -21.728], [-31.121, -11.228, -19.478], [-26.303, -9.261, -18.968], [-26.619, -9.213, -17.472], [-27.127, -7.934, -16.986], [-28.437, -7.493, -17.064], [-29.308, -7.800, -17.945], [-28.540, -6.563, -16.096], [-29.765, -6.035, -15.647], [-27.149, -8.881, -19.541], [-26.042, -10.275, -19.272], [-25.378, -8.746, -19.231], [-25.756, -9.518, -16.881], [-27.366, -9.988, -17.300], [-30.528, -6.775, -15.402], [-30.351, -5.481, -16.380], [-29.737, -5.402, -14.760], [-30.840, -2.903, -22.234], [-30.755, -4.136, -21.389], [-31.502, -3.976, -20.083], [-31.672, -5.016, -19.331], [-31.171, -6.094, -19.534], [-32.355, -4.663, -18.227], [-33.145, -3.441, -18.169], [-30.487, -3.004, -23.260], [-30.468, -1.968, -21.815], [-31.889, -2.735, -22.478], [-29.688, -4.330, -21.279], [-31.284, -4.931, -21.916], [-33.926, -3.296, -18.915], [-32.545, -2.548, -18.343], [-33.669, -3.359, -17.217], [-34.135, -12.027, -20.272], [-34.428, -10.603, -19.693], [-34.587, -9.727, -20.838], [-33.745, -8.687, -20.956], [-32.926, -8.308, -20.138], [-34.138, -8.055, -22.065], [-33.570, -6.811, -22.416], [-34.900, -12.330, -20.987], [-33.939, -12.829, -19.561], [-33.200, -11.943, -20.827], [-33.638, -10.281, -19.015], [-35.340, -10.582, -19.096], [-34.074, -6.078, -21.786], [-33.784, -6.656, -23.473], [-32.490, -6.723, -22.300], [-27.627, -6.405, -19.967], [-26.753, -5.633, -20.628], [-26.109, -4.564, -19.957], [-25.137, -3.797, -20.624], [-24.925, -4.055, -21.940], [-25.669, -5.003, -22.691], [-26.565, -5.824, -21.981], [-26.218, -4.441, -18.890], [-24.436, -3.146, -20.122], [-24.109, -3.519, -22.402], [-25.315, -5.161, -23.700], [-27.075, -6.698, -22.358]]
}

{
  "formula": "C18H29CuN3NbO4",
  "method": "wB97M-V/def2-TZVPD",
  "total_energy_ev": -77967.529,
  "homo_lumo_gap_ev": [2.61, 2.60],
  "multiplicity": 1,
  "charge": 2,
  "molar_mass_g_mol": 507.90,
  "homo_energy_ha": [-0.5078, -0.5076],
  "species": ["N", "C", "O", "Cu", "Nb", "N", "N", "C", "C", "C", "C", "C", "C", "C", "C", "H", "H", "H", "H", "H", "H", "H", "H", "H", "H", "H", "H", "H", "H", "H", "H", "H", "H", "C", "H", "H", "H", "C", "H", "H", "H", "O", "C", "C", "C", "C", "C", "C", "C", "O", "O", "H", "H", "H", "H", "H"],
  "positions_angstrom": [[-1.865, -0.751, -0.007], [-3.645, -1.857, 0.364], [-4.765, -1.620, 0.110], [-2.125, -2.384, 0.828], [-0.283, 0.160, 0.048], [-0.124, 2.045, -0.856], [0.768, -0.951, -1.325], [-0.488, 2.426, -2.222], [0.474, -2.190, -2.039], [-0.477, 3.935, -2.442], [0.515, 1.772, -3.186], [-1.904, 1.925, -2.562], [0.335, -3.331, -1.036], [1.555, -2.552, -3.063], [-0.828, -2.021, -2.809], [-1.033, 4.448, -1.662], [-0.968, 4.160, -3.394], [0.531, 4.349, -2.481], [1.503, 2.244, -3.095], [0.144, 1.862, -4.218], [0.634, 0.701, -2.948], [-1.961, 0.822, -2.635], [-2.193, 2.343, -3.543], [-2.621, 2.264, -1.793], [1.290, -3.501, -0.524], [0.009, -4.242, -1.555], [-0.423, -3.086, -0.265], [2.492, -2.859, -2.587], [1.748, -1.705, -3.731], [1.187, -3.389, -3.674], [-1.017, -2.941, -3.377], [-0.728, -1.188, -3.515], [-1.668, -1.823, -2.137], [0.932, 2.852, -0.258], [1.286, 2.402, 0.679], [1.815, 2.945, -0.912], [0.580, 3.866, 0.009], [2.161, -0.766, -0.918], [2.196, -0.118, -0.023], [2.674, -1.713, -0.658], [2.740, -0.241, -1.697], [-0.456, 2.111, 4.434], [-0.089, 0.889, 4.873], [-0.085, 0.654, 6.248], [0.209, -0.620, 6.727], [0.474, -1.686, 5.847], [0.436, -1.481, 4.475], [0.216, -0.185, 3.987], [0.133, 0.038, 2.581], [0.645, -0.797, 1.736], [-0.501, 1.041, 2.077], [-0.568, 2.028, 3.453], [-0.345, 1.474, 6.919], [0.215, -0.771, 7.805], [0.704, -2.697, 6.194], [0.558, -2.294, 3.757]]
}